ORCA calculation (ωB97M-V/def2-TZVPD) on a cluster of 11 separate species, C34H96N6O16 in total in a non-equilibrium geometry.

Positions of all 152 atoms, in Å:
O (-23.818, -16.238, 28.815)
O (-20.967, -21.027, 29.173)
O (-18.349, -21.988, 24.313)
O (-22.046, -19.367, 21.314)
O (-19.844, -23.312, 26.652)
O (-19.461, -26.149, 28.394)
O (-21.203, -17.373, 28.040)
O (-25.162, -26.261, 30.221)
O (-19.652, -18.974, 30.587)
O (-29.920, -25.102, 29.322)
O (-27.572, -20.273, 22.044)
O (-25.043, -20.238, 26.893)
O (-28.421, -27.601, 28.059)
O (-22.327, -26.639, 25.748)
O (-25.557, -26.178, 22.302)
O (-22.864, -28.038, 28.097)
N (-22.817, -16.683, 23.581)
N (-24.059, -23.547, 22.267)
N (-17.467, -27.752, 27.262)
N (-24.575, -24.822, 32.858)
N (-23.193, -23.471, 27.149)
N (-29.199, -21.351, 25.416)
C (-29.781, -25.508, 27.927)
C (-17.265, -27.367, 28.651)
C (-25.443, -23.793, 22.532)
C (-30.039, -19.522, 24.137)
C (-25.742, -27.545, 30.476)
C (-23.846, -27.138, 27.553)
C (-25.864, -25.114, 30.674)
C (-25.838, -25.154, 23.195)
C (-19.679, -21.954, 26.312)
C (-22.174, -17.020, 26.991)
C (-20.357, -25.172, 29.022)
C (-23.592, -17.030, 27.609)
C (-27.736, -20.669, 23.475)
C (-20.506, -17.259, 23.057)
C (-25.574, -23.272, 26.958)
C (-26.235, -27.378, 22.367)
C (-26.235, -23.617, 21.174)
C (-28.432, -26.191, 27.716)
C (-18.077, -26.068, 29.033)
C (-24.267, -22.574, 26.781)
C (-23.555, -23.784, 31.059)
C (-19.771, -21.256, 29.871)
C (-19.611, -21.624, 24.775)
C (-29.246, -20.846, 24.034)
C (-21.974, -17.352, 22.511)
C (-22.477, -18.809, 22.518)
C (-23.594, -27.219, 26.025)
C (-26.309, -19.605, 21.828)
C (-24.933, -24.202, 31.618)
C (-18.935, -19.962, 29.937)
C (-22.337, -20.805, 21.211)
C (-15.827, -27.170, 29.079)
C (-24.895, -19.965, 25.486)
C (-24.217, -21.180, 27.467)
H (-23.826, -24.331, 21.674)
H (-19.818, -17.893, 22.498)
H (-23.856, -19.772, 25.220)
H (-22.286, -23.081, 26.938)
H (-23.552, -18.709, 22.365)
H (-28.952, -28.171, 27.497)
H (-21.961, -17.753, 26.213)
H (-17.648, -28.207, 29.230)
H (-25.851, -28.097, 21.643)
H (-20.528, -25.270, 30.094)
H (-24.694, -16.509, 29.097)
H (-27.327, -19.965, 24.200)
H (-31.082, -19.654, 24.425)
H (-21.312, -20.173, 29.443)
H (-25.835, -22.995, 23.163)
H (-25.432, -25.352, 24.187)
H (-25.214, -20.814, 24.882)
H (-15.358, -28.068, 29.480)
H (-24.335, -26.663, 25.451)
H (-15.753, -26.392, 29.838)
H (-16.664, -28.254, 26.910)
H (-25.468, -19.080, 25.208)
H (-26.602, -18.619, 22.189)
H (-26.898, -25.283, 30.972)
H (-26.200, -27.777, 23.381)
H (-22.981, -24.635, 30.692)
H (-23.350, -21.203, 21.155)
H (-23.941, -23.310, 30.156)
H (-30.169, -18.937, 23.226)
H (-18.725, -21.644, 26.739)
H (-30.141, -21.135, 25.707)
H (-23.916, -18.048, 27.826)
H (-20.150, -21.559, 30.847)
H (-30.612, -26.156, 27.648)
H (-26.018, -23.340, 27.951)
H (-18.251, -25.929, 30.100)
H (-25.956, -24.349, 20.417)
H (-21.970, -16.951, 21.498)
H (-29.656, -18.812, 24.870)
H (-15.217, -26.738, 28.285)
H (-23.270, -23.671, 28.136)
H (-23.634, -23.848, 23.132)
H (-25.384, -25.158, 33.361)
H (-28.319, -26.273, 26.635)
H (-18.172, -20.391, 30.587)
H (-18.465, -19.780, 28.970)
H (-21.438, -16.728, 28.711)
H (-28.706, -20.914, 26.182)
H (-20.088, -16.263, 22.908)
H (-22.972, -23.055, 31.622)
H (-25.596, -23.340, 31.693)
H (-21.760, -21.095, 20.333)
H (-20.350, -22.237, 24.260)
H (-25.602, -24.326, 26.683)
H (-26.414, -22.797, 26.451)
H (-24.865, -27.462, 27.765)
H (-26.071, -22.644, 20.712)
H (-24.343, -21.187, 28.550)
H (-22.409, -25.954, 25.080)
H (-29.291, -25.602, 29.847)
H (-23.173, -28.943, 28.012)
H (-21.802, -21.273, 22.037)
H (-23.289, -20.609, 27.436)
H (-22.868, -15.676, 23.517)
H (-20.024, -18.483, 29.850)
H (-24.260, -16.647, 26.838)
H (-29.829, -24.608, 27.314)
H (-21.311, -25.238, 28.498)
H (-22.232, -19.399, 23.401)
H (-26.102, -19.551, 20.760)
H (-24.994, -28.328, 30.352)
H (-20.493, -21.446, 26.829)
H (-17.602, -26.910, 26.722)
H (-19.191, -22.122, 29.550)
H (-27.303, -23.793, 21.304)
H (-26.592, -27.871, 29.877)
H (-23.671, -28.244, 25.664)
H (-18.366, -22.941, 24.423)
H (-23.809, -16.869, 23.610)
H (-17.700, -25.132, 28.622)
H (-25.994, -27.730, 31.521)
H (-27.223, -21.596, 23.733)
H (-24.187, -22.321, 25.724)
H (-25.992, -24.465, 29.808)
H (-24.246, -25.663, 32.404)
H (-19.129, -23.840, 26.291)
H (-23.627, -26.119, 27.873)
H (-27.581, -25.617, 28.082)
H (-20.060, -20.658, 24.542)
H (-19.939, -24.176, 28.879)
H (-29.691, -21.561, 23.342)
H (-26.914, -25.202, 23.360)
H (-25.360, -19.823, 22.318)
H (-20.562, -17.533, 24.110)
H (-27.266, -27.191, 22.067)
H (-21.963, -16.099, 26.447)

energy above the lowest of the compared OMol25 structures with the same formula, charge and spin = 154.55 kcal per mole
SMILES string = COC[C@H](C)N.COC[C@H](C)N.COC[C@H](C)N.COC[C@H](C)N.COC[C@H](C)N.COC[C@H](C)N.OCCO.OCCO.OCCO.OCCO.OCCO
E_HOMO = -0.32582 Eh
F_max = 0.079 hartree/bohr
frontier orbital gap = 0.3379 Eh